# 1
Below is one molecule with the formula C17H25NO3S, with properties calculated with ωB97M-V/def2-TZVPD.

Values from the calculation:
HOMO level = -0.30910 Eh
lowest unoccupied orbital energy = 0.63 eV
SMILES string = COc1cc(OC)cc(C(=O)NCCSC2CCCCC2)c1

Element x y z (Å)
1 C -2.4222 0.3658 7.1422
2 H -3.2108 1.1211 7.0662
3 O -2.3850 -0.4577 6.0015
4 C -2.1392 0.1144 4.7952
5 C -1.8983 1.4643 4.5974
6 C -1.6603 1.9573 3.3122
7 C -1.6441 1.0974 2.2251
8 C -1.8806 -0.2625 2.4296
9 C -2.1364 -0.7491 3.6974
10 H -2.3359 -1.7979 3.8433
11 C -1.8924 -1.2366 1.2986
12 O -2.5959 -2.2275 1.2877
13 N -1.0671 -0.9194 0.2682
14 H -0.3767 -0.1925 0.3846
15 C -0.8476 -1.8150 -0.8384
16 C 0.5916 -2.3149 -0.8609
17 H 0.7507 -3.0393 -1.6579
18 H 0.8503 -2.7673 0.0955
19 S 1.7759 -0.9422 -1.0925
20 C 1.7220 -0.7606 -2.9235
21 C 2.6967 -1.7255 -3.5828
22 C 2.6597 -1.5544 -5.0998
23 C 2.9935 -0.1153 -5.4808
24 C 2.0231 0.8516 -4.8092
25 C 2.0562 0.6778 -3.2923
26 H 1.3445 1.3566 -2.8179
27 H 3.0517 0.9196 -2.9135
28 H 2.2825 1.8806 -5.0646
29 H 1.0105 0.6610 -5.1737
30 H 2.9452 0.0028 -6.5650
31 H 4.0126 0.1157 -5.1628
32 H 3.3716 -2.2403 -5.5627
33 H 1.6625 -1.8068 -5.4696
34 H 3.7029 -1.5180 -3.2120
35 H 2.4486 -2.7559 -3.3170
36 H 0.6961 -0.9914 -3.2236
37 H -1.5373 -2.6544 -0.7111
38 H -1.0842 -1.3001 -1.7776
39 H -1.4897 1.4713 1.2261
40 O -1.4536 3.3026 3.2439
41 C -1.2004 3.8818 1.9872
42 H -0.2870 3.4805 1.5360
43 H -1.0697 4.9464 2.1752
44 H -2.0407 3.7375 1.3005
45 H -1.8944 2.1763 5.4058
46 H -1.4605 0.8604 7.3123
47 H -2.6385 -0.2983 7.9775

***

# 2
Below is one molecule with the formula C17H25NO4, with properties calculated with ωB97M-V/def2-TZVPD.

Values from the calculation:
energy relative to the best compared isomer or geometry (same formula, charge and spin) = 56.92 kJ/mol
HOMO level = -0.30127 Eh
lowest unoccupied orbital energy = 0.59 eV
SMILES string = COc1ccc(C(C)(C)C)cc1NC(=O)COC(=O)C(C)C

Element x y z (Å)
1 C -2.3945 1.5587 -3.8320
2 H -3.1683 0.7916 -3.9336
3 O -1.6042 1.3448 -2.6884
4 C -0.8814 0.1766 -2.6098
5 C -0.8662 -0.8212 -3.5676
6 C -0.0962 -1.9577 -3.3801
7 C 0.6808 -2.1353 -2.2430
8 C 0.6605 -1.1313 -1.2816
9 C -0.1058 0.0104 -1.4499
10 N -0.1612 1.0493 -0.5089
11 C 0.4441 1.1363 0.6981
12 O 1.1548 0.2919 1.1934
13 C 0.1266 2.4445 1.4406
14 H -0.4841 3.1285 0.8449
15 H 1.0652 2.9319 1.7332
16 O -0.5982 2.1136 2.6173
17 C -0.0360 2.4050 3.7998
18 O 0.9880 3.0221 3.9202
19 C -0.8593 1.8546 4.9472
20 C -0.7878 0.3268 4.9059
21 H -1.3339 -0.0934 5.7473
22 H -1.2241 -0.0435 3.9816
23 H 0.2454 -0.0082 4.9575
24 H -0.3981 2.2173 5.8709
25 C -2.3040 2.3448 4.8642
26 H -2.3430 3.4315 4.8917
27 H -2.7644 2.0013 3.9416
28 H -2.8742 1.9572 5.7053
29 H -0.7633 1.8048 -0.8076
30 H 1.2370 -1.2118 -0.3782
31 C 1.5078 -3.4010 -2.0808
32 C 2.3287 -3.4039 -0.7892
33 H 2.9064 -4.3242 -0.7295
34 H 1.6853 -3.3534 0.0853
35 H 3.0228 -2.5678 -0.7657
36 C 0.5623 -4.6103 -2.0543
37 H -0.1377 -4.5195 -1.2267
38 H -0.0073 -4.6882 -2.9764
39 H 1.1318 -5.5282 -1.9259
40 C 2.4770 -3.5255 -3.2648
41 H 3.0915 -4.4160 -3.1520
42 H 3.1315 -2.6576 -3.3058
43 H 1.9458 -3.5977 -4.2097
44 H -0.1165 -2.7121 -4.1511
45 H -1.4513 -0.7292 -4.4689
46 H -1.7854 1.5856 -4.7407
47 H -2.8669 2.5292 -3.6866

***

# 3
Below is C17H26AsN2O4RbS4 as an isolated structure, with properties calculated with ωB97M-V/def2-TZVPD.

Values from the calculation:
total charge = -2
energy relative to the best compared isomer or geometry (same formula, charge and spin) = 196.84 kJ/mol
HOMO level = 0.03194 Eh
lowest unoccupied orbital energy = 2.76 eV

Element x y z (Å)
1 Rb -0.7986 1.6189 -1.0305
2 C 0.8507 3.2023 -4.1672
3 O 1.1384 3.4928 -2.7913
4 C 2.4319 3.4214 -2.2442
5 C 2.2344 4.1662 -0.9384
6 O 1.4007 3.4883 -0.0319
7 C 1.7674 3.7507 1.3485
8 C 0.5618 3.6740 2.2021
9 O -0.2081 2.5646 1.8004
10 C -1.1800 2.0271 2.7212
11 H 1.4416 2.3335 -4.6051
12 H 1.0628 4.0905 -4.8195
13 H -0.2387 2.8583 -4.1359
14 H 3.2297 3.7818 -2.8632
15 H 2.6907 2.3579 -2.0546
16 H 1.8304 5.2001 -1.0118
17 H 3.2889 4.2682 -0.4949
18 H 2.2032 4.8042 1.4374
19 H 2.4896 2.9505 1.6006
20 H -0.1664 4.5318 2.0808
21 H 0.8775 3.5845 3.2366
22 H -2.0394 2.7469 2.6819
23 H -0.8449 1.7693 3.6790
24 H -1.4604 1.0881 2.3200
25 S -5.0829 3.4310 -4.4909
26 As -4.4283 1.8006 -3.2218
27 S -2.2405 1.3799 -3.7851
28 S -4.4251 2.3777 -1.1765
29 S -5.4370 -0.1363 -3.4982
30 C 0.3354 -4.4739 2.8513
31 N 0.5260 -3.2384 2.0860
32 N -0.3869 -2.8134 1.0912
33 C -0.4723 -1.3865 1.0587
34 O -1.2018 -0.7813 0.2660
35 C 0.5331 -0.9946 2.0117
36 C 1.1601 -2.0965 2.5831
37 C 2.4273 -2.2202 3.3922
38 C -0.7829 -3.6394 -0.0011
39 C 0.0644 -4.5390 -0.6302
40 C -0.3039 -5.0253 -1.8833
41 C -1.5845 -4.7696 -2.4200
42 C -2.5497 -4.1415 -1.6296
43 C -2.1048 -3.4944 -0.4819
44 H 1.1072 -5.1881 2.4132
45 H -0.7155 -4.7878 2.7970
46 H 0.6113 -4.2917 3.9180
47 H 0.7544 0.0696 2.1907
48 H 2.7517 -1.2087 3.6066
49 H 3.1817 -2.6904 2.7253
50 H 2.2720 -2.7160 4.3447
51 H 1.0646 -4.7987 -0.1803
52 H 0.4244 -5.6127 -2.4113
53 H -1.7801 -5.0555 -3.4471
54 H -3.6432 -4.0582 -1.9134
55 H -2.6377 -2.6727 -0.0852

***

# 4
Below is a 4-piece molecular cluster, C17H26Cl6NO4PS overall, with properties calculated with ωB97M-V/def2-TZVPD.

Values from the calculation:
HOMO level = -0.31454 Eh
lowest unoccupied orbital energy = -1.33 eV
SMILES string = CCC(=O)OCCC1=C([PH2]=S)C(=O)C=C(N)C1=O.ClCCCl.ClCCCl.ClCCCl

Element x y z (Å)
1 C 2.1557 -1.1917 -0.9658
2 C 2.4635 0.2231 -1.4982
3 C 1.2847 1.0972 -1.1816
4 O 1.1850 1.6794 -0.1223
5 O 0.3009 1.1780 -2.1355
6 C -0.9851 1.0285 -1.5244
7 C -2.1070 0.7929 -2.5586
8 C -3.0906 -0.1650 -1.9775
9 C -3.0379 -1.4944 -2.0175
10 P -1.7790 -2.4356 -2.9255
11 S -1.6134 -2.0070 -4.8221
12 C -4.0943 -2.2789 -1.2910
13 O -4.4845 -3.3550 -1.6887
14 C -4.5986 -1.6454 -0.0637
15 C -4.7051 -0.3202 -0.0411
16 N -5.2168 0.4391 1.0126
17 C -4.2654 0.4338 -1.2565
18 O -4.8081 1.4464 -1.6494
19 H 2.6541 -1.3196 -0.0186
20 H 1.0977 -1.3267 -0.7890
21 H 2.5255 -1.8957 -1.6957
22 H 2.6115 0.2137 -2.5716
23 H 3.3178 0.6625 -1.0092
24 H -1.2457 1.8921 -0.9252
25 H -0.9600 0.1848 -0.8395
26 H -2.6097 1.7447 -2.6787
27 H -1.7401 0.5070 -3.5352
28 H -0.5697 -2.3826 -2.2064
29 H -2.2085 -3.7647 -2.7936
30 H -4.8903 -2.2323 0.7893
31 H -5.0269 -0.0464 1.8795
32 H -4.7137 1.3163 1.0668
33 Cl 0.9439 -0.9674 2.8948
34 C 2.2757 -1.3370 4.0262
35 C 3.5120 -0.5323 3.7272
36 Cl 4.2691 -1.0137 2.1860
37 H 2.4718 -2.4051 3.9739
38 H 1.9218 -1.0901 5.0263
39 H 4.2516 -0.6907 4.5100
40 H 3.2902 0.5304 3.6730
41 Cl 2.0461 -0.2006 7.2462
42 C 1.0161 1.0981 7.9050
43 C 0.6710 2.1244 6.8570
44 Cl 2.0935 3.0688 6.3506
45 H 1.5398 1.5449 8.7456
46 H 0.1068 0.6276 8.2741
47 H -0.0543 2.8284 7.2608
48 H 0.2457 1.6593 5.9710
49 Cl 2.0687 -0.8554 -4.8266
50 C 2.8260 0.3989 -5.8393
51 C 2.0295 1.6785 -5.8279
52 Cl 0.4628 1.5000 -6.6541
53 H 2.9283 0.0009 -6.8452
54 H 3.8214 0.5817 -5.4366
55 H 2.5815 2.4571 -6.3520
56 H 1.8349 2.0148 -4.8121